{"formula": "C38H86AsBF6MgN2O28", "method": "ωB97M-V/def2-TZVPD", "elements": ["Mg", "O", "C", "O", "B", "O", "C", "O", "O", "C", "O", "C", "O", "O", "As", "F", "F", "F", "F", "F", "F", "C", "N", "O", "O", "H", "H", "H", "C", "N", "O", "O", "H", "H", "H", "C", "O", "C", "C", "O", "C", "H", "H", "H", "H", "H", "H", "H", "H", "H", "H", "C", "O", "C", "C", "O", "C", "H", "H", "H", "H", "H", "H", "H", "H", "H", "H", "C", "O", "C", "C", "O", "C", "H", "H", "H", "H", "H", "H", "H", "H", "H", "H", "C", "O", "C", "C", "O", "C", "H", "H", "H", "H", "H", "H", "H", "H", "H", "H", "C", "O", "C", "C", "O", "C", "H", "H", "H", "H", "H", "H", "H", "H", "H", "H", "C", "O", "C", "C", "O", "C", "H", "H", "H", "H", "H", "H", "H", "H", "H", "H", "C", "O", "C", "C", "O", "C", "H", "H", "H", "H", "H", "H", "H", "H", "H", "H", "C", "O", "C", "C", "O", "C", "H", "H", "H", "H", "H", "H", "H", "H", "H", "H"], "coordinates": [[2.2702, 0.4289, 5.8084], [-1.0206, -2.7780, 0.5849], [-0.9784, -1.6716, 0.1826], [-1.6323, -1.1995, -0.8999], [-1.4407, 0.2646, -1.0258], [-0.5972, 0.5879, 0.1416], [-0.2662, -0.4945, 0.8645], [0.3714, -0.5043, 1.9279], [-2.7365, 0.9184, -1.1485], [-2.8796, 1.5411, -2.3062], [-3.8781, 2.0754, -2.7496], [-1.5065, 1.5066, -2.9900], [-0.7461, 0.6666, -2.3056], [-1.2806, 2.0458, -4.0694], [-2.9661, 0.9600, 7.4090], [-2.2353, 2.3172, 8.3141], [-2.5363, -0.2974, 8.6548], [-3.7046, -0.3099, 6.4906], [-3.5393, 2.2041, 6.2016], [-1.3316, 0.8250, 6.5098], [-4.5206, 1.1028, 8.3009], [0.0686, -9.5056, 1.7525], [1.2921, -9.5564, 2.5567], [1.3221, -10.0734, 3.6531], [2.2544, -9.0942, 2.0130], [-0.2709, -8.4933, 1.5333], [-0.7338, -10.1102, 2.1753], [0.1967, -9.9000, 0.7445], [2.4074, 3.3150, -8.7905], [3.5312, 2.6511, -9.6223], [3.7259, 1.4496, -9.4845], [4.1044, 3.3398, -10.5119], [1.4953, 2.7200, -8.8375], [2.0881, 4.2651, -9.2189], [2.7937, 3.4949, -7.7873], [-2.1695, 8.4327, 2.1166], [-2.0329, 7.1346, 1.5692], [-3.3426, 6.5388, 1.2552], [-3.8549, 7.1571, -0.0467], [-4.3227, 8.5412, -0.0807], [-4.7010, 9.1425, -1.2919], [-2.1116, 9.1255, 1.2771], [-1.2748, 8.6693, 2.6926], [-2.9616, 8.5648, 2.8537], [-4.1514, 6.6377, 1.9791], [-3.1863, 5.4746, 1.0784], [-4.5606, 6.4993, -0.5541], [-2.9659, 7.2249, -0.6738], [-5.5562, 8.6340, -1.7370], [-3.9045, 9.0957, -2.0346], [-4.8384, 10.1638, -0.9367], [0.9217, 11.0955, -1.9095], [1.8858, 10.6072, -2.8573], [1.6806, 9.2621, -3.3810], [1.8270, 8.2708, -2.2492], [1.8167, 7.0030, -2.7646], [1.9514, 6.0043, -1.7895], [-0.0866, 11.3313, -2.2499], [1.3536, 12.0447, -1.5922], [0.8908, 10.4862, -1.0062], [2.3770, 9.0711, -4.1975], [0.6551, 9.3358, -3.7432], [1.1298, 8.3826, -1.4188], [2.8305, 8.5103, -1.8976], [2.7337, 6.1893, -1.0534], [2.0910, 5.1049, -2.3893], [1.0832, 5.8026, -1.1622], [-4.6320, -6.6227, 2.5977], [-4.0559, -7.0827, 3.8199], [-4.1108, -6.1952, 4.8881], [-3.7906, -6.9527, 6.1828], [-3.2720, -6.0873, 7.1350], [-3.9141, -6.1014, 8.3740], [-4.7172, -7.4964, 1.9516], [-3.9964, -5.9074, 2.0758], [-5.6274, -6.1834, 2.6630], [-5.1141, -5.7962, 5.0376], [-3.4286, -5.3593, 4.7334], [-3.0217, -7.6868, 5.9419], [-4.6449, -7.5312, 6.5345], [-3.7658, -7.0617, 8.8678], [-4.9767, -5.9200, 8.2130], [-3.5134, -5.3655, 9.0711], [3.1261, -3.4014, -5.6814], [1.8795, -4.0473, -5.3877], [0.7616, -3.5194, -6.0650], [-0.5585, -4.2777, -5.5900], [-0.6896, -5.5777, -6.1722], [-1.6747, -6.3293, -5.4964], [3.8720, -3.6025, -4.9124], [2.8660, -2.3675, -5.9083], [3.3809, -3.7785, -6.6718], [0.9259, -3.6362, -7.1362], [0.5946, -2.4473, -5.9610], [-1.3664, -3.5877, -5.8336], [-0.3226, -4.4078, -4.5338], [-2.6726, -5.8940, -5.4435], [-1.4275, -6.6110, -4.4729], [-1.6868, -7.2568, -6.0688], [8.7728, -5.7034, 0.2291], [7.6384, -4.9444, -0.1605], [6.5464, -5.0550, 0.7335], [5.2914, -4.3206, 0.1665], [5.2496, -2.9375, 0.3829], [6.1325, -2.2891, -0.4795], [9.2199, -5.4097, 1.1788], [9.5282, -5.5314, -0.5377], [8.7299, -6.7846, 0.0978], [6.7813, -4.6194, 1.7047], [6.3045, -6.1018, 0.9173], [4.3878, -4.7468, 0.6022], [5.1771, -4.5559, -0.8917], [5.7662, -2.1485, -1.4964], [7.1725, -2.5436, -0.2752], [6.1802, -1.3142, 0.0057], [2.4836, 3.5461, 4.0677], [3.3655, 2.5545, 4.4977], [4.4694, 2.5621, 3.6345], [5.4630, 1.8133, 4.4283], [4.8602, 0.5868, 4.8243], [5.8005, -0.4178, 4.9857], [1.9272, 3.2789, 3.1693], [2.9869, 4.5004, 3.9120], [1.6754, 3.6437, 4.7925], [4.8236, 3.5648, 3.3954], [4.2173, 1.9485, 2.7696], [5.7571, 2.2797, 5.3685], [6.3738, 1.6932, 3.8416], [5.2116, -1.3310, 5.0729], [6.4822, -0.2010, 5.8081], [6.3365, -0.6194, 4.0583], [1.5112, -2.9463, 7.0398], [2.2439, -1.8078, 7.5181], [2.3422, -1.7703, 8.9505], [3.1353, -0.5112, 9.3010], [2.7999, 0.5915, 8.4073], [3.1777, 1.8874, 8.9684], [1.4881, -3.0779, 5.9580], [0.4940, -2.7537, 7.3807], [1.8019, -3.9442, 7.3682], [2.9640, -2.6347, 9.1839], [1.3378, -1.8670, 9.3627], [4.1828, -0.8124, 9.2838], [2.8473, -0.2305, 10.3141], [4.1893, 1.8618, 9.3736], [2.4984, 2.3276, 9.6984], [3.2276, 2.5859, 8.1332], [-8.7760, -2.0018, -10.6577], [-8.9245, -1.0066, -11.6615], [-7.7445, -0.3364, -12.0373], [-7.1886, 0.6480, -11.0090], [-6.2951, 0.0069, -10.0904], [-5.8170, 0.9122, -9.1023], [-8.7189, -2.9893, -11.1155], [-9.7031, -2.0566, -10.0871], [-8.0025, -1.7561, -9.9301], [-8.1392, 0.0484, -12.9777], [-7.1266, -1.1117, -12.4902], [-7.9372, 1.2173, -10.4581], [-6.6513, 1.4885, -11.4483], [-4.9751, 0.4734, -8.5668], [-6.6109, 1.2165, -8.4202], [-5.4956, 1.8147, -9.6221]], "forces_ev_per_a": [[1.075, 0.074, 1.037], [0.200, -1.432, 0.530], [-0.834, 1.102, -1.285], [0.842, -0.150, 0.764], [0.154, -0.609, -1.015], [0.743, -0.173, 1.227], [0.163, 1.466, 1.179], [-1.084, 0.091, -2.389], [-0.520, 0.029, 0.775], [-0.988, 1.316, -0.438], [1.394, -0.945, 0.884], [-0.211, 0.099, -2.493], [0.272, 0.259, 0.369], [0.175, -0.959, 2.230], [-1.793, 1.091, 0.629], [-0.309, -1.472, -0.464], [0.567, 1.521, -1.396], [0.892, 0.379, -0.205], [0.993, -1.665, 1.264], [-1.063, -0.269, 0.815], [1.602, 0.326, -0.736], [-1.967, -0.513, -0.859], [0.063, -0.461, -0.024], [-0.735, -0.028, 0.055], [1.251, 0.789, -0.589], [0.292, 0.161, 0.736], [0.226, 0.319, 0.480], [0.864, -0.229, 0.214], [0.262, 0.254, -0.489], [0.118, 0.443, -2.346], [-0.280, 1.482, 0.442], [-1.339, -1.201, 2.476], [0.570, -0.608, 0.320], [0.791, 0.003, -0.286], [-0.136, -0.383, -0.095], [1.411, 0.315, -0.141], [-1.986, -1.132, 0.898], [0.313, 1.557, -0.954], [0.710, 0.953, -1.985], [0.108, -1.357, 2.285], [0.645, -0.697, 0.528], [-0.900, 0.452, 0.251], [0.369, -0.368, 0.071], [-0.550, -0.048, -0.588], [0.529, 0.239, 0.833], [0.154, 0.133, -0.081], [-0.324, -0.077, 0.139], [0.219, -0.563, -0.379], [-0.434, 0.362, 0.050], [0.318, 0.125, -0.128], [-0.535, 0.079, -0.811], [1.338, 0.242, 0.162], [0.016, -0.300, -0.134], [-1.821, 1.790, 1.071], [1.050, 1.014, -0.223], [-0.382, -1.048, -0.121], [-0.232, -0.905, -0.358], [-0.061, -0.497, -0.581], [-0.058, 0.084, -0.008], [-0.222, -0.231, -0.059], [0.030, 0.140, 0.237], [-0.107, -0.776, -0.492], [-0.311, 0.177, -0.105], [0.327, -0.073, 0.709], [0.640, 0.097, -0.343], [0.425, -0.189, 0.453], [-0.667, 0.462, -0.201], [0.383, -0.426, -0.181], [-0.561, -0.431, -0.824], [-0.429, 0.239, 0.806], [0.663, -0.621, -1.078], [0.702, 1.081, 0.383], [-0.395, -0.394, 0.292], [0.037, -0.043, 0.071], [0.217, 0.202, 0.168], [-0.102, 0.022, 0.569], [-0.269, 0.324, -0.375], [0.199, 0.113, 0.206], [0.149, -0.235, -0.098], [-0.263, 0.194, 0.104], [-0.205, -0.323, 0.069], [-0.207, 0.020, 0.356], [0.131, 0.297, -0.483], [-1.977, -0.264, -1.490], [0.026, 0.104, 1.221], [-0.922, -1.403, -0.567], [2.840, 0.458, -0.651], [-0.302, 1.299, 0.498], [0.268, -1.000, -0.487], [-0.261, 0.191, -0.136], [0.672, 0.532, 0.733], [0.905, -0.249, -0.001], [-0.203, -0.309, -0.408], [0.213, 0.256, 0.721], [-0.464, -0.359, 0.276], [-0.770, 0.217, 0.371], [-0.040, 0.355, -0.399], [0.481, 0.272, 0.243], [-0.463, -0.084, 0.095], [0.858, 0.287, -1.306], [0.214, -0.522, 0.403], [-0.862, 0.519, -0.407], [0.080, -1.285, 0.237], [-0.150, -1.018, -0.011], [0.582, 2.399, 1.686], [-0.341, -0.060, 0.261], [0.127, 0.692, -0.002], [-1.033, -0.293, 0.691], [0.194, 0.204, 0.231], [-0.123, -0.227, -0.144], [0.098, 0.012, 0.434], [0.320, 0.063, -0.319], [0.341, -0.542, -0.120], [0.029, -0.990, -1.024], [-0.337, 0.781, -0.569], [-2.310, 0.872, -0.072], [-1.310, 0.103, 0.789], [0.606, -1.413, 0.391], [1.122, 0.069, 0.535], [-1.256, 0.383, -0.374], [0.142, -1.720, -0.426], [0.425, -0.182, -0.450], [-0.033, -0.022, 0.176], [0.217, 0.292, 0.368], [-0.241, 0.004, -0.075], [0.079, 0.422, -0.491], [-0.028, 0.642, -0.110], [0.029, -0.575, -0.056], [0.296, -0.189, 0.798], [-0.005, -0.288, 0.085], [0.373, 0.444, -0.062], [-1.503, -0.162, 0.168], [0.663, 0.242, -1.634], [0.238, 0.035, -1.302], [-1.059, -0.280, 0.045], [0.307, 0.236, 0.056], [0.470, 0.148, -0.776], [0.332, 0.855, -0.133], [-0.277, -0.463, -0.191], [0.632, 0.315, 0.727], [-0.205, -0.073, 0.624], [0.046, 0.270, 0.215], [0.230, 0.738, -0.309], [0.190, 0.171, 0.037], [-0.036, -0.296, 0.140], [-0.310, -0.672, 0.047], [-0.138, -0.033, -0.106], [-0.817, 0.147, 0.168], [-0.684, -0.304, 1.279], [-1.156, -0.589, -1.050], [0.933, 0.047, 0.117], [-0.282, -0.217, 0.004], [-0.254, 0.109, -0.780], [0.729, -0.109, -0.020], [-0.207, 0.292, -0.013], [0.318, -0.272, -0.307], [0.475, 1.497, 0.153], [1.317, 0.121, 0.864], [-0.823, -0.613, 0.111], [0.416, -0.124, -0.775], [-0.216, -0.096, -0.089], [-0.094, -0.155, 0.239], [0.348, 0.267, 0.109]], "gap_ev": 3.267, "lumo_ev": -5.626, "e_homo_ev": -8.89, "relative_energy_kcal_mol": 77.8}